Record 1
{"formula": "C6H11NO", "method": "ωB97M-V/def2-TZVPD", "species": ["C", "C", "C", "C", "N", "C", "C", "O", "H", "H", "H", "H", "H", "H", "H", "H", "H", "H", "H"], "coordinates": [[1.74064, -0.76466, 1.29256], [0.61131, 1.23189, -1.85950], [-0.58372, -0.50838, 0.37191], [0.82840, -0.15071, 0.25572], [-2.93787, -0.03755, 0.19531], [-1.60156, 0.34046, 0.15350], [1.33333, 0.64157, -0.69508], [-0.90054, -1.79451, 0.80615], [-0.08652, -2.30162, 0.86790], [-3.56412, 0.65276, 0.58263], [-3.06078, -0.95398, 0.60390], [-1.41154, 1.36804, -0.10270], [2.39120, 0.87000, -0.65437], [2.05122, -1.77057, 0.99987], [2.64157, -0.16655, 1.40148], [1.24421, -0.82416, 2.26022], [-0.31547, 0.69807, -2.05562], [0.37360, 2.28134, -1.68028], [1.24664, 1.18856, -2.74358]], "smiles": "C/C=C(C)\\C(O)=C\\N", "total_charge": 0, "relative_energy_kcal_mol": 32.19, "lumo_energy_ev": 0.88, "multiplicity": 1, "homo_lumo_gap_ha": 0.299}

=====

Record 2
{"formula": "C47H43N10O9SW", "method": "ωB97M-V/def2-TZVPD", "species": ["W", "O", "C", "C", "C", "C", "C", "C", "C", "C", "C", "O", "C", "C", "C", "C", "C", "C", "C", "C", "C", "C", "C", "C", "N", "C", "C", "C", "C", "C", "C", "C", "C", "C", "C", "C", "C", "H", "H", "H", "H", "H", "H", "H", "H", "H", "H", "H", "H", "H", "H", "H", "H", "H", "H", "H", "H", "H", "H", "H", "H", "H", "H", "H", "C", "C", "N", "N", "C", "S", "N", "N", "H", "H", "H", "H", "H", "H", "C", "N", "C", "C", "O", "N", "C", "N", "H", "H", "H", "H", "H", "H", "H", "O", "C", "O", "C", "C", "C", "C", "C", "C", "N", "O", "O", "N", "O", "O", "H", "H", "H"], "coordinates": [[-0.50980, -0.34040, -0.21850], [-0.65410, -0.88797, 1.51221], [-1.20692, -1.90291, 2.42446], [-2.00430, -2.78837, 1.45443], [-1.24582, -3.29029, 0.24382], [-1.38267, -4.62224, -0.07930], [-0.76358, -5.13971, -1.20594], [0.04072, -4.31079, -1.95060], [0.19750, -2.97295, -1.59249], [1.21031, -2.22262, -2.44196], [1.74743, -0.83069, -2.05628], [1.21996, -0.57769, -0.68903], [1.34849, 0.38014, -2.95149], [0.39817, 0.19485, -4.10852], [0.52871, 0.83210, -5.43620], [1.65453, 1.33330, -5.94459], [2.94441, 1.48546, -5.28609], [3.22542, 1.50090, -3.98477], [3.26440, -0.84284, -1.95030], [3.93638, -0.29460, -0.86895], [5.32380, -0.27942, -0.84684], [6.04709, -0.80456, -1.90698], [5.37808, -1.34050, -2.99703], [3.99098, -1.35526, -3.02169], [-0.47351, -2.46771, -0.53971], [-0.06543, -2.66482, 3.08445], [-0.16420, -3.01285, 4.42889], [0.82862, -3.77233, 5.03962], [1.93549, -4.18472, 4.31843], [2.04614, -3.83612, 2.97664], [1.05333, -3.08852, 2.36356], [-2.06134, -1.14025, 3.41311], [-1.58805, 0.06432, 3.92446], [-2.30624, 0.74709, 4.89233], [-3.51227, 0.23313, 5.35481], [-3.98648, -0.96717, 4.85096], [-3.26055, -1.65815, 3.88622], [-2.89565, -2.24994, 1.12885], [-2.34157, -3.67233, 1.99562], [-1.98025, -5.25584, 0.56034], [-0.88756, -6.17861, -1.47918], [0.57845, -4.68106, -2.81231], [0.84517, -2.22734, -3.46907], [2.07074, -2.89504, -2.44680], [-0.05084, -0.79218, -4.15401], [-0.36301, 0.80944, -6.04891], [1.61704, 1.69501, -6.96464], [3.79558, 1.69324, -5.92165], [4.21119, 1.72975, -3.60476], [3.37981, 0.14991, -0.05626], [5.84802, 0.15109, -0.00395], [7.12771, -0.78988, -1.88886], [5.93479, -1.74394, -3.83105], [3.48809, -1.76295, -3.89041], [-1.01477, -2.69897, 5.01823], [0.72720, -4.03638, 6.08294], [2.70519, -4.77653, 4.79380], [2.90462, -4.15750, 2.40148], [1.18265, -2.82744, 1.32250], [-0.63839, 0.46442, 3.58066], [-1.92394, 1.67393, 5.29903], [-4.06802, 0.75806, 6.11898], [-4.91469, -1.38137, 5.22016], [-3.63784, -2.60667, 3.52866], [3.74966, 1.42623, 4.29154], [2.84820, 1.99575, 3.26677], [2.66374, 3.25516, 3.02472], [1.75031, 3.28547, 2.02184], [1.35586, 2.07669, 1.63391], [0.17275, 1.96792, 0.36621], [2.05290, 1.23281, 2.42345], [1.99162, -0.14922, 2.34058], [4.18742, 2.24488, 4.85682], [4.55138, 0.85075, 3.82644], [3.20646, 0.77547, 4.97767], [1.45193, 4.17519, 1.64671], [2.89530, -0.50720, 2.04180], [1.76336, -0.53735, 3.25144], [-6.06756, 1.41962, 0.58730], [-4.85888, 0.73096, 0.15445], [-4.81383, -0.24642, -0.92838], [-3.36108, -0.65164, -0.88068], [-2.75481, -1.51377, -1.49105], [-2.71220, 0.10345, 0.05552], [-3.65648, 0.85688, 0.70294], [-3.38720, 1.58428, 1.76143], [-6.73987, 1.49800, -0.26336], [-5.82149, 2.43260, 0.90287], [-6.56453, 0.87968, 1.39265], [-5.06376, 0.19973, -1.89419], [-5.47274, -1.09775, -0.74849], [-2.43693, 1.68246, 2.07791], [-4.08384, 2.16718, 2.19705], [2.32848, 1.35667, -2.93969], [-0.06472, 0.94541, -2.88515], [-0.86362, 0.19679, -1.96936], [-0.40310, 2.39997, -2.85081], [0.38355, 3.36776, -3.48068], [0.04482, 4.69960, -3.34080], [-1.05046, 5.15005, -2.62410], [-1.83018, 4.15867, -2.07048], [-1.53942, 2.81016, -2.15849], [-3.01629, 4.54516, -1.27462], [-3.49350, 5.62975, -1.46832], [-3.37482, 3.75049, -0.41150], [0.93384, 5.70408, -3.97280], [0.81425, 6.84478, -3.59303], [1.71898, 5.29040, -4.79664], [1.24448, 3.13554, -4.08380], [-1.28079, 6.20038, -2.52575], [-2.23166, 2.11078, -1.72045]], "total_charge": 3, "relative_energy_kcal_mol": 62.68, "lumo_energy_ev": -10.31, "multiplicity": 1, "homo_lumo_gap_ha": 0.181}

=====

Record 3
{"formula": "C3H7NS", "method": "ωB97M-V/def2-TZVPD", "species": ["C", "C", "C", "H", "H", "H", "H", "H", "H", "H", "N", "S"], "coordinates": [[-0.21026, -1.48497, -0.35334], [-0.93950, 0.08480, -2.03070], [0.23227, 0.69614, 0.14494], [0.18895, -1.43486, 0.65216], [-1.22300, -1.83390, -0.19423], [0.28042, -2.07213, -0.98624], [-0.64098, -0.54035, -2.92710], [-1.98070, -0.10323, -1.80885], [-0.86580, 1.21446, -2.17385], [0.55542, 1.67331, -0.31355], [-0.16693, -0.15124, -0.84141], [0.64745, 0.52373, 1.69226]], "smiles": "CN(C)C=S", "total_charge": 0, "relative_energy_kcal_mol": 26.11, "lumo_energy_ev": 0.71, "multiplicity": 1, "homo_lumo_gap_ha": 0.333}

=====

Record 4
{"formula": "C3H3N3O", "method": "ωB97M-V/def2-TZVPD", "species": ["C", "C", "C", "H", "H", "H", "N", "N", "N", "O"], "coordinates": [[-1.62895, 0.49052, 0.02853], [0.35852, -1.02127, 0.07870], [0.83473, 1.14565, 0.04129], [-1.93869, 1.57726, 0.33057], [-0.12596, -1.95217, 0.01324], [0.76522, 2.26618, -0.06514], [-0.24444, 0.22527, -0.01547], [1.67549, -0.96667, 0.02799], [1.93125, 0.42671, -0.09267], [-2.45281, -0.42224, -0.07610]], "smiles": "O=Cn1cnnc1", "total_charge": 0, "relative_energy_kcal_mol": 36.48, "lumo_energy_ev": -0.18, "multiplicity": 1, "homo_lumo_gap_ha": 0.380}

=====

Record 5
{"formula": "CH14NO8", "method": "ωB97M-V/def2-TZVPD", "species": ["N", "C", "O", "O", "H", "H", "H", "H", "O", "H", "H", "O", "H", "H", "O", "H", "H", "O", "H", "H", "O", "H", "H", "O"], "coordinates": [[-2.53216, -0.16872, -0.42573], [-1.23833, 0.08162, -0.12796], [-1.03269, 0.21339, 1.07799], [-0.45599, 0.09491, -1.18356], [-3.23439, -0.22594, 0.22342], [-2.90285, -0.09861, -1.46539], [0.51855, 1.72654, -1.31225], [1.31329, 2.37087, -0.24743], [0.91700, 2.60887, -1.08197], [-0.29032, -2.92295, -1.47823], [-1.34001, -2.20561, -0.98848], [-1.22378, -3.08473, -1.39656], [0.62933, -1.15645, -0.82347], [1.32530, -1.59707, -2.17854], [1.32716, -1.85697, -1.23908], [0.05729, 1.41113, 1.51231], [-0.01513, 2.80567, 0.79012], [0.22444, 2.43313, 1.52807], [2.07969, 2.24391, 1.32465], [2.43750, 0.81715, 1.33409], [2.86111, 1.59757, 1.11776], [-0.23332, -1.64991, 2.32681], [0.45388, -1.27659, 1.03266], [0.35438, -2.16120, 1.68077]], "total_charge": -1, "relative_energy_kcal_mol": 42.08, "lumo_energy_ev": 3.40, "multiplicity": 1, "homo_lumo_gap_ha": 0.378}

=====

Please write out number 3 again, unchanged.
{"formula": "C3H7NS", "method": "ωB97M-V/def2-TZVPD", "species": ["C", "C", "C", "H", "H", "H", "H", "H", "H", "H", "N", "S"], "coordinates": [[-0.21026, -1.48497, -0.35334], [-0.93950, 0.08480, -2.03070], [0.23227, 0.69614, 0.14494], [0.18895, -1.43486, 0.65216], [-1.22300, -1.83390, -0.19423], [0.28042, -2.07213, -0.98624], [-0.64098, -0.54035, -2.92710], [-1.98070, -0.10323, -1.80885], [-0.86580, 1.21446, -2.17385], [0.55542, 1.67331, -0.31355], [-0.16693, -0.15124, -0.84141], [0.64745, 0.52373, 1.69226]], "smiles": "CN(C)C=S", "total_charge": 0, "relative_energy_kcal_mol": 26.11, "lumo_energy_ev": 0.71, "multiplicity": 1, "homo_lumo_gap_ha": 0.333}